No. 1
Here is a gas-phase ion, ClH2NO3P (charge -1) at a distorted geometry from the Open Molecules 2025 dataset. Energies are from the ωB97M-V functional and the def2-TZVPD basis.

Output
- energy above the lowest of the compared OMol25 structures with the same formula, charge and spin (eV) = 1.758
- DFT total energy (eV) = -29477.4330
- charge = -1
- HOMO (eV) = -4.44
- maximum force (eV/A) = 2.0
- orbital gap (eV) = 8.50
- spin multiplicity = 1
- LUMO level (eV) = 4.1

The geometry in XYZ format:
```
8
Properties=species:S:1:pos:R:3:mulliken_charge:R:1
Cl -1.198 1.002 -0.833 -0.0084
P 0.916 -0.124 -0.502 0.8657
O 1.914 0.915 -0.707 -0.5940
O -2.520 1.232 0.103 -0.6272
O 0.864 -1.199 -1.496 -0.5947
N 0.394 -0.732 1.004 -0.6373
H -0.573 -1.091 0.704 0.3097
H 0.203 -0.003 1.727 0.2862
```


No. 2
Here is 2 unconnected molecules or ions with the total composition ClH2NO3P at a distorted geometry from the Open Molecules 2025 dataset. Energies are from the ωB97M-V functional and the def2-TZVPD basis.

Output
- energy above the lowest of the compared OMol25 structures with the same formula, charge and spin (eV) = 2.156
- DFT total energy (eV) = -29477.0350
- charge = -1
- HOMO (eV) = -3.61
- maximum force (eV/A) = 2.2
- orbital gap (eV) = 6.91
- spin multiplicity = 1
- LUMO level (eV) = 3.3

The geometry in XYZ format:
```
8
Properties=species:S:1:pos:R:3:mulliken_charge:R:1
Cl 1.652 0.423 -0.979 -0.1465
P -0.758 -0.757 -0.096 0.9144
O 2.659 1.179 -2.130 -0.6746
O -0.189 -2.060 0.314 -0.5625
O -1.883 -0.501 -1.026 -0.5995
N -0.537 0.409 1.078 -0.4219
H -1.257 1.097 1.227 0.2282
H 0.313 0.210 1.612 0.2624
```


No. 3
Here is 2 unconnected molecules or ions with the total composition ClH2NO3S at a distorted geometry from the Open Molecules 2025 dataset. Energies are from the ωB97M-V functional and the def2-TZVPD basis.

Output
- energy above the lowest of the compared OMol25 structures with the same formula, charge and spin (eV) = 0.349
- DFT total energy (eV) = -31019.1773
- HOMO (spin up / spin down) (eV) = -9.33 / -9.33
- maximum force (eV/A) = 1.5
- orbital gap (spin up / spin down) (eV) = 8.83 / 8.83
- spin multiplicity = 1
- LUMO level (spin up / spin down) (eV) = -0.5 / -0.5

The geometry in XYZ format:
```
8
Properties=species:S:1:pos:R:3:mulliken_charge:R:1
Cl -0.856 0.073 -0.095 -0.1792
S 0.288 1.381 1.172 0.7092
O 0.575 -1.270 -2.645 -0.2259
O -0.604 1.745 2.227 -0.4419
O 1.318 0.279 1.783 -0.4252
N -0.501 -0.718 -2.622 -0.0066
H -1.298 -1.398 -2.459 0.2165
H 1.078 -0.092 2.639 0.3533
```